C4H6BO4 | ωB97M-V/def2-TZVPD

expectation value of S²: 2.014
calculated total energy: -13111.0754 eV

The geometry in ORCA input format:
```
! RIJCOSX wB97M-V def2-TZVPD def2/J DEFGRID3
* xyz -1 3
B 3.339 -0.714 0.107
C -1.113 -1.505 -0.074
C -0.474 -0.519 -0.570
C 0.661 1.728 -0.064
C -0.122 0.654 0.300
O 1.370 1.645 -1.157
O 1.008 2.876 0.761
O 3.289 0.239 -0.726
O 3.365 -1.737 0.784
H -1.312 -2.397 -0.604
H -1.537 -1.469 0.921
H -0.102 -0.506 -1.653
H -0.629 0.589 1.293
H 2.311 1.002 -0.965
H 0.257 3.108 1.351
*
```